Here is the molecule C22H24N2O3 from OMol25. Energies are from ωB97M-V/def2-TZVPD.

XYZ file:
```
51
C22H24N2O3 (ωB97M-V/def2-TZVPD)
O 0.18 -1.92 -0.77
C -0.29 -1.95 0.35
C 0.47 -2.42 1.58
C 1.98 -2.43 1.35
N 2.43 -1.26 0.63
C 1.94 0.01 0.80
O 1.16 0.35 1.65
C 2.58 0.90 -0.25
C 3.49 -0.02 -1.06
C 3.33 -1.38 -0.42
O 3.88 -2.40 -0.72
C 4.90 0.58 -0.81
C 4.88 1.92 -1.50
C 4.09 2.72 -0.79
C 3.57 1.92 0.38
C 4.78 1.02 0.65
N -1.56 -1.56 0.61
C -2.44 -1.01 -0.39
C -3.61 -1.96 -0.66
C -4.60 -1.30 -1.61
C -5.23 -0.09 -0.93
C -4.21 0.80 -0.28
C -4.58 2.09 0.08
C -3.69 2.95 0.71
C -2.40 2.52 0.97
C -2.02 1.24 0.62
C -2.91 0.37 0.00
H 0.14 -3.43 1.84
H 0.23 -1.75 2.42
H 2.26 -3.29 0.72
H 2.50 -2.51 2.30
H 1.79 1.40 -0.82
H 3.26 -0.08 -2.12
H 5.71 -0.10 -1.07
H 5.39 2.13 -2.42
H 3.80 3.73 -1.01
H 3.15 2.48 1.21
H 5.64 1.58 1.00
H 4.57 0.20 1.35
H -1.89 -1.55 1.57
H -1.83 -0.94 -1.30
H -4.12 -2.19 0.29
H -3.23 -2.90 -1.07
H -4.06 -0.97 -2.51
H -5.37 -2.00 -1.91
H -5.92 -0.44 -0.15
H -5.82 0.48 -1.64
H -5.59 2.43 -0.13
H -4.00 3.95 0.98
H -1.70 3.17 1.46
H -1.01 0.91 0.83
```

Computed properties:
**Relative energy (zero: lowest compared OMol25 entry of this formula, charge and spin)**: 17.9 kcal per mole
**Structure (SMILES)**: O=C(CCN1C(=O)[C@@H]2[C@H](C1=O)[C@H]1C=C[C@@H]2C1)N[C@H]1CCCc2ccccc21
**HOMO energy**: -8.88 eV
**Total energy**: -1188.0359 hartree
**Net charge**: 0